# C6H14O

One molecule with the formula C6H14O (ωB97M-V/def2-TZVPD, the Open Molecules 2025 dataset).

- Energy relative to the best compared isomer or geometry (same formula, charge and spin): 76.4 kJ/mol
- HOMO-LUMO gap: 11.077 eV
- Electronic energy: -312.2259 hartree
- SMILES string: CC[C@H](C)CCO

Each line ends with the Mulliken charge.
Cartesian coordinates (Å):
C (1.93, -0.91, 0.59)  -0.48
O (2.61, -2.11, 1.03)  -0.55
C (0.44, -0.95, 0.91)  -0.81
C (-0.43, -0.38, -0.18)  0.78
C (-1.92, -0.46, 0.15)  -1.72
C (-0.05, 1.09, -0.50)  -0.54
C (-1.01, 1.87, -1.38)  -1.42
H (2.46, -0.06, 1.01)  0.32
H (2.07, -0.83, -0.49)  0.24
H (3.14, -1.84, 1.79)  0.33
H (0.30, -0.36, 1.82)  0.33
H (0.16, -1.97, 1.18)  0.35
H (-0.27, -0.84, -1.15)  0.23
H (-2.23, 0.31, 0.87)  0.33
H (-2.47, -0.22, -0.77)  0.41
H (-2.26, -1.42, 0.52)  0.42
H (0.23, 1.56, 0.45)  0.38
H (0.93, 1.15, -0.99)  0.31
H (-1.16, 1.47, -2.38)  0.32
H (-1.94, 2.06, -0.91)  0.37
H (-0.53, 2.83, -1.58)  0.40